ORCA calculation (wB97M-V/def2-TZVPD) on 13 unconnected molecules or ions with the total composition H26O13.

Geometry (Å):
O  -0.435  -3.706  1.942
O  2.713  3.132  -2.198
O  -3.101  -1.040  0.761
O  -0.501  1.933  -2.483
O  0.961  -2.779  0.841
O  4.086  2.117  1.225
O  -0.172  -0.258  0.033
O  2.037  2.145  3.990
O  -3.807  -0.058  -2.199
O  4.381  -0.899  -0.151
O  -2.097  1.935  -0.218
O  -2.501  1.101  2.457
O  -2.437  -3.410  -2.726
H  -0.464  -3.864  0.997
H  3.021  3.558  -1.434
H  0.432  0.538  0.238
H  1.116  -3.475  0.160
H  5.155  -0.379  -0.350
H  -4.208  -0.871  -2.075
H  -2.076  1.234  -0.871
H  -3.105  1.462  1.799
H  1.173  2.245  3.595
H  -0.794  -0.392  0.711
H  -2.410  -1.464  1.226
H  -0.893  -4.320  2.408
H  2.429  3.896  -2.738
H  -3.486  0.110  -3.073
H  1.080  -1.982  0.217
H  -1.054  1.087  -2.720
H  -1.845  -3.494  -2.051
H  2.541  1.450  3.510
H  4.498  1.343  1.627
H  4.877  2.534  0.755
H  -1.588  2.655  -0.404
H  4.188  -1.282  -1.062
H  -2.518  -2.487  -3.009
H  0.352  1.478  -2.373
H  -1.692  1.389  2.226
H  -3.858  -1.181  1.415

For the LUMO energy, the calculation gives -0.004 hartree. The spin multiplicity is 1. For the total energy, the calculation gives -993.5631 Eh. For the energy relative to the best compared isomer or geometry (same formula, charge and spin), the calculation gives 551.8 kJ/mol. The calculation puts the HOMO energy at -0.3830 Ha. The value obtained for the HOMO-LUMO gap is 10.31 eV. The calculation puts the maximum force at 0.1258 hartree/bohr.